1.
Molecular formula: C31H29FGaN8O4S
Method: DFT, ωB97M-V with the def2-TZVPD basis set

The geometry in XYZ format:
```
75
Properties=species:S:1:pos:R:3:forces:R:3:lowdin_charge:R:1
Ga -0.1912 0.2089 0.2114 -0.015 -0.026 -0.284 0.171
N 2.1681 -1.5271 3.2843 -0.067 0.065 -0.089 0.075
C 1.6932 -0.7711 2.2516 -0.095 -0.056 0.055 -0.821
S 0.0775 -0.1093 2.4662 0.082 -0.010 0.072 0.793
N 2.4475 -0.6468 1.2029 -0.026 0.178 -0.135 0.029
N 1.8410 0.1174 0.2213 -0.030 -0.321 0.259 -0.059
C 2.5865 0.7585 -0.5907 0.055 0.075 -0.168 -0.029
C 2.0699 1.6996 -1.5696 0.109 0.084 0.023 -0.154
C 2.9202 2.1071 -2.6074 0.023 -0.009 0.086 -0.063
C 2.5261 3.0374 -3.5449 -0.057 0.055 0.014 -0.112
C 1.2571 3.6151 -3.4214 0.075 -0.012 -0.025 -0.084
C 0.4102 3.2556 -2.3952 0.023 0.022 -0.008 -0.003
C 0.7806 2.2837 -1.4443 0.033 -0.091 -0.036 -0.325
O -0.0763 1.9606 -0.5078 -0.068 0.254 0.151 -0.040
H 1.7199 -1.4212 4.1770 0.005 0.017 0.024 0.082
H 3.1586 -1.7098 3.2882 0.016 -0.003 -0.020 0.100
H 3.6622 0.6107 -0.5088 0.023 0.047 -0.013 0.140
H 3.9136 1.6715 -2.6573 -0.024 0.014 -0.007 0.115
H 3.2006 3.3456 -4.3332 -0.015 -0.010 0.009 0.096
H 0.9398 4.3701 -4.1328 0.000 -0.028 0.029 0.103
H -0.5669 3.7108 -2.2850 0.025 -0.017 0.000 0.122
F 2.3280 0.2818 -6.0432 0.001 -0.035 0.000 0.052
C 1.0141 0.2777 -5.6965 0.033 0.016 -0.031 -0.175
C 0.6913 0.1428 -4.3829 0.127 -0.078 0.110 0.096
C -0.6489 0.0944 -3.9990 -0.017 -0.047 0.035 -0.031
C -0.9807 -0.0823 -2.5909 -0.118 0.090 -0.072 -0.257
O -0.0494 -0.3293 -1.7935 0.047 -0.191 0.142 -0.017
C -2.3554 0.0214 -2.2490 0.033 0.174 0.009 0.005
C -3.2688 0.1531 -3.2523 0.020 0.085 -0.165 0.067
N -2.9723 0.2280 -4.5678 -0.054 -0.087 0.043 0.023
C -4.0435 0.3428 -5.5394 0.108 0.036 0.069 -0.256
C -5.2462 -0.5283 -5.3778 -0.091 -0.019 0.048 -0.074
C -4.2747 -0.7964 -6.4875 0.019 -0.076 -0.074 -0.096
C -1.6434 0.2262 -4.9697 -0.135 0.059 -0.003 -0.105
C -1.2843 0.3882 -6.3115 -0.119 0.045 -0.131 0.069
C 0.0432 0.3958 -6.7028 -0.001 0.054 0.017 -0.138
N 0.3558 0.5319 -8.0735 0.024 -0.059 -0.107 -0.083
C -0.2547 -0.3744 -9.0250 0.103 0.031 0.043 -0.133
C 0.6704 -1.5405 -9.3552 0.016 0.043 0.010 -0.071
N 1.9760 -0.9886 -9.8737 -0.048 0.042 0.084 0.064
C 2.6213 -0.0443 -8.8850 -0.021 -0.015 -0.003 -0.079
C 1.6214 1.0542 -8.5501 -0.139 0.002 -0.037 -0.130
C -2.9114 -0.0718 -0.8416 0.182 -0.641 -0.005 -0.535
O -4.0991 -0.2912 -0.7136 0.015 0.292 0.018 0.086
O -2.0609 0.0011 0.1292 -0.222 0.088 0.126 -0.009
H 1.4685 0.0711 -3.6303 -0.088 -0.021 -0.064 0.138
H -4.3166 0.1896 -2.9866 -0.013 -0.011 -0.015 0.152
H -4.1982 1.3509 -5.9044 0.038 0.011 0.008 0.158
H -6.2047 -0.0898 -5.6161 0.026 -0.012 -0.005 0.114
H -5.2623 -1.2236 -4.5487 0.021 0.017 -0.045 0.116
H -4.5612 -0.5604 -7.5043 -0.006 0.008 0.041 0.106
H -3.6344 -1.6634 -6.3792 -0.022 0.035 0.024 0.114
H -2.0550 0.5470 -7.0540 0.062 -0.023 0.016 0.121
H -0.5011 0.1693 -9.9444 -0.017 0.006 -0.019 0.138
H -1.1810 -0.7844 -8.6337 -0.035 0.028 0.042 0.128
H 0.2562 -2.1972 -10.1176 0.016 -0.004 -0.031 0.139
H 0.9039 -2.1178 -8.4623 0.037 -0.025 0.018 0.146
H 1.7972 -0.4845 -10.7437 -0.008 0.024 -0.068 0.181
H 2.6139 -1.7486 -10.1039 0.048 -0.057 0.017 0.184
H 3.5326 0.3443 -9.3366 -0.024 0.001 -0.047 0.142
H 2.8695 -0.6312 -8.0069 0.029 -0.060 0.027 0.127
H 1.4212 1.6359 -9.4594 0.005 0.028 0.008 0.137
H 2.0638 1.7354 -7.8310 -0.013 -0.007 0.042 0.141
N -0.0746 -5.4210 -3.6346 -0.024 0.045 0.124 0.150
C -0.1271 -5.0418 -2.5500 0.023 0.030 0.105 -0.177
C -0.1788 -4.5003 -1.2128 -0.017 -0.087 -0.139 -0.197
C -0.2110 -5.2989 -0.0746 0.016 -0.047 -0.051 -0.002
C -0.2531 -4.6688 1.1531 -0.016 -0.029 0.018 -0.024
C -0.2640 -3.2819 1.2017 -0.088 0.099 -0.020 -0.102
N -0.2334 -2.5085 0.1137 0.162 -0.052 -0.070 0.089
C -0.1897 -3.1189 -1.0662 0.041 0.032 0.027 -0.059
H -0.1999 -6.3769 -0.1590 -0.007 -0.005 0.011 0.126
H -0.2804 -5.2386 2.0713 0.002 0.010 -0.017 0.115
H -0.3091 -2.7605 2.1502 0.009 0.005 -0.032 0.078
H -0.1434 -2.4932 -1.9447 0.007 0.025 0.032 0.112
```
Positions in Å, forces in eV/Å.

Charge ... +1
Relative energy (zero: lowest compared OMol25 entry of this formula, charge and spin) ... 0.0 kcal per mole
Energy ... -118653.7078 eV
HOMO level ... -0.35072 Eh
Kohn-Sham gap ... 6.2 eV


2.
Molecular formula: C31H29N4OPY
Method: DFT, ωB97M-V with the def2-TZVPD basis set

The geometry in XYZ format:
```
67
Properties=species:S:1:pos:R:3:forces:R:3:lowdin_charge:R:1
Y -0.0119 -0.1768 0.3372 -0.789 -0.068 -0.092 1.367
C -1.3336 -2.3214 -0.1367 -0.149 -0.264 0.021 -0.207
C -0.6199 -1.9980 -1.3053 -0.070 -0.364 -0.423 -0.222
C 0.7554 -2.1844 -1.0410 0.156 -0.222 -0.205 -0.203
C 0.8879 -2.6391 0.2896 0.066 -0.076 -0.122 -0.179
C -0.3978 -2.7177 0.8509 -0.091 -0.056 -0.055 -0.184
H -2.4086 -2.3661 -0.0471 -0.036 0.097 0.045 0.108
H -1.0479 -1.7480 -2.2642 -0.005 0.120 -0.006 0.103
H 1.5538 -2.0862 -1.7623 0.016 0.075 0.012 0.113
H 1.8088 -2.9181 0.7772 0.018 0.100 0.040 0.115
H -0.6329 -3.0890 1.8368 0.000 0.103 0.062 0.115
C -3.0189 -0.1255 3.9623 -0.094 -0.001 0.112 -0.041
C -2.6158 0.1096 2.5104 0.006 -0.132 0.038 -0.406
C -3.8073 0.0027 1.5690 -0.176 0.014 -0.035 -0.054
C -1.8510 1.4239 2.3947 0.111 0.150 -0.230 -0.283
C -2.6319 2.6947 2.7149 -0.006 0.264 -0.217 -0.031
O -2.3455 3.5725 1.5870 0.001 -0.271 0.199 0.029
C -1.6751 2.8711 0.6749 -0.049 0.347 -0.162 -0.291
N -1.3777 1.6641 0.9977 0.096 -0.164 0.027 0.027
C -1.4195 3.6242 -0.5891 0.048 -0.204 0.243 -0.110
C -2.1489 4.8094 -0.7148 -0.002 0.039 -0.077 0.002
C -2.0459 5.6021 -1.8434 -0.008 0.019 -0.004 -0.035
C -1.2142 5.2114 -2.8768 0.004 0.029 -0.050 -0.035
C -0.4859 4.0387 -2.7638 -0.052 0.024 -0.013 -0.076
C -0.5479 3.2366 -1.6267 -0.097 -0.099 -0.090 -0.261
P 0.5268 1.7394 -1.6717 -0.122 0.132 -0.111 1.053
C 2.2302 2.3347 -1.6695 0.145 0.215 0.015 -0.366
C 3.0028 2.0495 -0.5449 0.101 0.040 0.044 -0.097
C 4.2907 2.5545 -0.4111 -0.043 -0.028 -0.017 -0.055
C 4.8220 3.3392 -1.4194 0.035 0.030 -0.022 -0.049
C 4.0708 3.6184 -2.5567 0.012 -0.009 0.023 -0.054
C 2.7830 3.1283 -2.6801 0.008 0.020 -0.006 -0.093
C 0.1663 1.0522 -3.3136 0.031 0.098 -0.097 -0.389
C 1.1686 0.7357 -4.2244 0.013 -0.176 -0.010 -0.080
C 0.8410 0.1581 -5.4480 0.032 0.012 0.059 -0.058
C -0.4813 -0.1013 -5.7641 -0.082 -0.002 0.007 -0.062
C -1.4874 0.2070 -4.8524 0.045 -0.035 -0.044 -0.067
C -1.1656 0.7760 -3.6327 -0.023 0.047 -0.075 -0.117
H -3.4979 -1.0981 4.0790 0.015 0.024 -0.021 0.092
H -3.7398 0.6295 4.2920 0.049 -0.037 -0.020 0.091
H -2.1602 -0.0919 4.6362 -0.011 0.015 -0.056 0.093
H -1.9073 -0.6960 2.2530 0.036 -0.017 -0.020 0.099
H -4.5991 0.7052 1.8425 0.041 -0.020 0.007 0.087
H -4.2396 -0.9978 1.6230 0.015 0.031 0.025 0.091
H -3.5490 0.1923 0.5251 0.070 0.015 0.009 0.072
H -0.9730 1.3568 3.0378 0.071 0.006 0.024 0.128
H -2.2937 3.2032 3.6113 0.000 0.001 0.041 0.143
H -3.7099 2.5551 2.7543 -0.040 -0.008 -0.016 0.129
H -2.8130 5.1083 0.0807 0.008 -0.006 0.001 0.124
H -2.6252 6.5134 -1.9151 0.025 -0.030 0.005 0.120
H -1.1324 5.8088 -3.7761 -0.010 -0.014 0.032 0.120
H 0.1257 3.7319 -3.6016 0.021 -0.013 0.035 0.101
H 2.6077 1.4397 0.2585 -0.058 -0.022 0.006 0.055
H 4.8638 2.3478 0.4830 -0.023 -0.001 0.003 0.105
H 5.8228 3.7404 -1.3212 -0.033 -0.017 -0.004 0.117
H 4.4911 4.2290 -3.3456 -0.022 -0.016 0.015 0.114
H 2.2203 3.3672 -3.5718 -0.031 -0.024 0.000 0.098
H 2.2082 0.9143 -3.9821 -0.019 0.031 -0.010 0.103
H 1.6250 -0.0879 -6.1528 -0.009 0.018 0.030 0.114
H -0.7338 -0.5455 -6.7187 0.005 0.015 0.036 0.113
H -2.5219 0.0031 -5.0972 0.014 0.008 0.008 0.112
H -1.9636 1.0216 -2.9391 0.026 0.031 0.034 0.111
N 4.1775 3.2575 3.2758 -0.064 -0.056 0.039 0.130
C 3.2495 2.5808 3.3837 -0.323 -0.278 -0.168 -0.344
N 2.1516 1.8308 3.5196 0.471 0.410 0.235 0.113
C 1.7291 0.9679 2.7355 -0.238 -0.292 -0.168 -0.341
N 1.1951 0.1424 2.0624 0.970 0.439 1.119 -0.017
```
Positions in Å, forces in eV/Å.

Charge ... +1
Relative energy (zero: lowest compared OMol25 entry of this formula, charge and spin) ... 1.7 kcal per mole
Energy ... -50954.0424 eV
HOMO level ... -0.42673 Eh
Kohn-Sham gap ... 8.3 eV


3.
Molecular formula: C31H29N7TeY
Method: DFT, ωB97M-V with the def2-TZVPD basis set

The geometry in XYZ format:
```
69
Properties=species:S:1:pos:R:3:forces:R:3:lowdin_charge:R:1
Y 1.4415 0.4826 -1.0272 -0.141 -0.002 0.154 1.351
C 2.8335 2.2265 -2.4038 0.021 -0.213 -0.199 -0.188
C 2.2140 2.9941 -1.4063 0.135 0.097 0.318 -0.204
C 2.7952 2.6354 -0.1609 -0.002 0.045 -0.161 -0.252
C 3.7495 1.6250 -0.4005 -0.062 0.192 0.108 -0.217
C 3.7698 1.3704 -1.7860 0.045 -0.158 -0.270 -0.206
H 2.6204 2.2561 -3.4620 -0.010 0.038 0.001 0.115
H 1.4773 3.7669 -1.5645 -0.015 -0.003 0.016 0.107
H 2.6173 3.1221 0.7879 -0.029 -0.019 -0.013 0.076
H 4.3841 1.1761 0.3479 0.007 0.024 0.026 0.095
H 4.3891 0.6534 -2.3064 0.057 0.037 0.019 0.108
N 4.1334 -2.8485 0.7825 -0.056 -0.059 0.055 0.062
C 4.0590 -1.6497 0.2080 0.046 0.009 0.051 -0.116
N 2.7912 -1.2942 0.1162 -0.055 -0.082 -0.076 0.057
C 2.1266 -2.3598 0.6564 -0.165 0.017 0.029 -0.313
N 2.9063 -3.3204 1.0811 0.112 0.036 -0.062 0.161
C 0.6602 -2.3995 0.6694 0.126 -0.046 0.022 -0.191
C -0.0615 -3.4849 1.1477 -0.065 -0.055 0.064 -0.037
N -1.3840 -3.5340 1.0542 0.037 0.075 -0.052 0.121
C -1.9823 -2.5010 0.4670 0.029 -0.111 0.074 -0.077
C -1.2698 -1.4023 0.0117 -0.030 0.060 -0.041 -0.109
N 0.0551 -1.3449 0.1268 -0.168 0.071 -0.179 0.042
H 4.9504 -3.3984 0.9971 0.014 0.004 -0.001 0.173
H 4.9169 -1.0855 -0.1195 -0.027 0.009 -0.007 0.140
H 0.4485 -4.3221 1.6077 -0.012 -0.008 -0.013 0.127
H -3.0587 -2.5449 0.3590 0.000 0.008 -0.003 0.122
H -1.7688 -0.5603 -0.4557 0.017 -0.025 -0.006 0.095
C -1.2544 2.3424 -2.4312 -0.064 0.014 0.017 -0.174
N -0.3990 1.1421 -2.4414 -0.026 -0.202 -0.006 -0.079
C -0.6059 0.2942 -3.4069 0.044 -0.054 0.120 -0.084
C 0.1393 -0.9035 -3.5401 0.074 0.034 0.053 -0.340
C -0.0096 -1.9536 -4.4482 -0.071 -0.031 -0.068 -0.035
C 0.9612 -2.9003 -4.1221 0.034 0.051 0.036 -0.080
C 1.6658 -2.3744 -3.0368 -0.061 -0.055 -0.063 -0.170
N 1.1821 -1.1754 -2.6695 0.122 0.290 0.110 -0.082
C -2.7033 2.0166 -2.1553 0.004 -0.021 -0.009 -0.225
C -3.1219 1.6809 -0.8696 -0.004 0.025 -0.017 -0.071
C -4.4382 1.3289 -0.6174 -0.003 0.002 -0.005 -0.074
C -5.3621 1.3118 -1.6560 0.011 -0.002 0.002 -0.076
C -4.9603 1.6554 -2.9370 0.030 0.005 -0.004 -0.065
C -3.6378 2.0063 -3.1835 -0.009 -0.020 0.015 -0.041
H -1.1759 2.8637 -3.3886 0.033 0.013 0.001 0.125
H -0.8764 3.0204 -1.6652 0.029 -0.005 0.018 0.094
H -1.3833 0.4881 -4.1482 0.002 -0.017 0.002 0.140
H -0.7416 -2.0091 -5.2399 0.019 -0.007 0.017 0.109
H 1.1474 -3.8445 -4.6072 -0.009 0.019 -0.004 0.096
H 2.5038 -2.8225 -2.5200 0.001 0.018 0.011 0.096
H -2.4051 1.7099 -0.0549 -0.022 0.009 0.001 0.049
H -4.7512 1.0819 0.3897 0.000 0.003 -0.004 0.106
H -6.3926 1.0441 -1.4635 0.010 0.001 0.005 0.108
H -5.6762 1.6573 -3.7484 0.000 -0.002 0.009 0.110
H -3.3333 2.2853 -4.1860 -0.013 0.003 0.005 0.115
C -1.5177 0.8837 2.6157 -0.048 -0.007 -0.015 -0.415
Te 0.0203 1.9641 1.6064 0.079 0.059 -0.095 1.345
C 1.3465 0.9471 2.9456 0.037 -0.017 0.010 -0.399
C 0.4757 0.4669 4.0821 -0.010 0.007 -0.081 -0.291
C 1.0420 0.0443 5.2803 -0.011 -0.029 0.033 -0.036
C 0.2366 -0.4056 6.3144 0.001 0.015 -0.038 -0.067
C -1.1435 -0.4318 6.1562 0.018 0.011 -0.019 -0.066
C -1.7118 -0.0086 4.9656 -0.007 -0.040 0.049 -0.032
C -0.9077 0.4397 3.9230 0.018 -0.022 -0.037 -0.288
H -1.8368 0.0405 2.0049 -0.023 -0.022 0.040 0.032
H -2.3699 1.5442 2.7632 0.007 0.019 0.019 0.064
H 2.1226 1.6316 3.2810 -0.019 0.027 -0.005 0.065
H 1.8215 0.1187 2.4176 0.023 -0.012 0.036 0.037
H 2.1178 0.0780 5.4061 -0.008 -0.003 0.007 0.118
H 0.6834 -0.7248 7.2464 -0.003 0.002 -0.002 0.109
H -1.7760 -0.7723 6.9649 -0.001 0.001 -0.003 0.110
H -2.7887 -0.0201 4.8461 0.009 0.000 0.001 0.120
```
Positions in Å, forces in eV/Å.

Charge ... +1
Relative energy (zero: lowest compared OMol25 entry of this formula, charge and spin) ... 8.3 kcal per mole
Energy ... -51382.7253 eV
HOMO level ... -0.38047 Eh
Kohn-Sham gap ... 7.0 eV


Which formula does entry 3 have? C31H29N7TeY


What is the formula in the third record? C31H29N7TeY


Which of these has the lowest energy? C31H29FGaN8O4S


What is the Kohn-Sham gap in the third record? 7.0 eV